Below is a molecular structure, C30H35KNOP2S2 at a distorted geometry, with properties calculated with ωB97M-V/def2-TZVPD.

Output
- maximum force (hartree/bohr) = 0.040
- frontier orbital gap (eV) = 7.750
- energy (eV) = -91784.1426

Structure (ORCA input):
```
! wB97M-V def2-TZVPD RIJCOSX def2/J DEFGRID3
* xyz 1 1
K -2.45 1.52 1.47
C 4.42 1.22 -0.64
S 4.30 0.63 -2.35
C 2.64 -0.13 -2.34
C 1.49 0.88 -2.30
C 0.85 1.04 -0.92
N 0.06 -0.13 -0.47
P -1.63 -0.28 -0.97
C -1.58 -1.93 -1.75
C -2.68 -2.76 -1.64
C -2.66 -4.03 -2.20
C -1.52 -4.48 -2.87
C -0.42 -3.64 -2.98
C -0.44 -2.37 -2.43
C -1.80 0.80 -2.44
C -1.88 0.35 -3.75
C -2.07 1.25 -4.79
C -2.17 2.61 -4.54
C -2.12 3.07 -3.23
C -1.96 2.17 -2.19
P 0.05 -0.10 1.29
C -0.80 -1.65 1.80
C -0.62 -2.90 1.23
C -1.24 -4.01 1.79
C -2.03 -3.89 2.92
C -2.20 -2.64 3.51
C -1.59 -1.53 2.95
C 1.77 -0.60 1.66
C 2.42 0.04 2.71
C 3.71 -0.33 3.06
C 4.37 -1.32 2.35
C 3.73 -1.95 1.29
C 2.43 -1.59 0.94
H 5.44 1.57 -0.52
H 4.24 0.40 0.06
H 3.73 2.04 -0.46
H 2.61 -0.82 -1.50
H 2.62 -0.71 -3.26
H 0.72 0.60 -3.02
H 1.87 1.85 -2.60
H 0.26 1.96 -0.92
H 1.65 1.18 -0.19
H -3.56 -2.42 -1.11
H -3.52 -4.68 -2.11
H -1.50 -5.47 -3.30
H 0.47 -3.98 -3.50
H 0.42 -1.73 -2.51
H -1.80 -0.71 -3.97
H -2.13 0.89 -5.81
H -2.30 3.31 -5.35
H -2.21 4.13 -3.03
H -1.96 2.53 -1.17
H 0.00 -3.03 0.36
H -1.10 -4.99 1.33
H -2.51 -4.76 3.35
H -2.80 -2.54 4.40
H -1.70 -0.56 3.43
H 1.90 0.81 3.27
H 4.21 0.17 3.88
H 5.38 -1.60 2.61
H 4.23 -2.72 0.73
H 1.94 -2.07 0.11
C -2.02 5.88 3.20
S -2.01 4.09 3.46
C -0.50 4.01 4.46
O -1.67 3.47 2.14
H -1.02 6.23 2.99
H -2.43 6.36 4.09
H -2.67 6.07 2.35
H -0.74 4.35 5.47
H 0.27 4.64 4.01
H -0.18 2.97 4.48
*
```

Results of the Mulliken charge analysis, in e, for atoms 1 through 8: atom 1 (K): 0.8600, atom 2 (C): -0.2981, atom 3 (S): -0.0996, atom 4 (C): -0.3496, atom 5 (C): -0.5463, atom 6 (C): -1.0592, atom 7 (N): 0.7328, atom 8 (P): 0.1433